(1)
C33H25Cl2N8O5ReS | the ωB97M-V functional and the def2-TZVPD basis

Energy relative to the best compared isomer or geometry (same formula, charge and spin)   20.1 kJ/mol
Largest force on an atom   0.0077 Eh/bohr
Charge   +1
DFT total energy   -94793.473 eV
Highest occupied orbital energy (alpha / beta)   -0.365 / -0.365 hartree
2S+1   2
E_LUMO (alpha / beta)   -0.14611 / -0.16968 Ha

```
75
Properties=species:S:1:pos:R:3:forces:R:3:lowdin_spin:R:1
Re -0.388 0.127 -0.282 0.0 -0.2 -0.1 0.785
Cl 0.482 4.592 4.999 0.0 0.0 0.0 0.006
Cl 3.785 1.492 2.102 0.0 0.0 0.0 0.007
S -0.834 -1.912 3.944 0.0 0.1 -0.1 -0.001
O -0.957 -0.814 -3.335 0.0 0.0 0.0 0.008
O 5.721 1.422 -2.973 0.0 0.1 0.1 0.000
O 5.972 -0.798 -2.544 0.0 0.0 0.1 0.000
O 1.287 0.780 0.632 0.0 0.1 -0.2 0.090
O -3.902 -0.196 0.067 0.0 0.0 0.0 0.009
N 0.659 -1.572 1.916 0.0 0.1 0.0 0.004
N -1.138 1.625 1.097 -0.1 0.2 0.0 -0.003
N -0.488 1.849 -1.586 0.2 -0.1 -0.1 -0.005
N -2.146 -0.412 -1.395 0.0 0.1 -0.1 0.015
N -0.024 -1.949 -0.741 0.1 0.1 -0.1 -0.001
N 1.174 -0.003 -1.678 0.2 0.2 0.3 -0.005
N -2.712 -0.653 2.485 0.0 0.0 0.0 0.006
N -0.548 -0.979 1.597 -0.1 -0.2 0.1 0.005
C -2.012 -0.756 -2.759 0.0 0.0 0.0 0.003
C 3.842 0.158 -2.388 0.0 0.0 0.1 0.000
C -0.387 3.040 2.942 0.0 0.0 0.0 -0.001
C 1.183 -2.266 -1.242 0.0 0.1 -0.1 0.001
C -1.709 3.494 3.101 0.0 0.0 0.0 0.003
C 2.201 2.061 2.420 -0.1 0.0 0.0 0.023
C 1.691 1.155 -2.122 -0.2 0.1 0.0 -0.001
C 1.978 2.981 3.461 0.0 0.0 0.0 -0.005
C 2.135 -4.105 2.939 0.0 0.0 0.0 0.000
C -1.533 3.774 -2.510 0.0 0.0 0.0 0.000
C 0.667 2.198 -2.191 0.1 -0.2 0.0 0.004
C 1.950 -1.097 -1.655 -0.2 -0.1 0.0 0.001
C -3.462 -0.431 -1.059 0.0 0.0 0.1 0.009
C 3.281 -1.053 -2.010 0.0 0.0 -0.1 0.000
C 0.786 3.371 -2.922 0.0 0.0 0.0 -0.001
C 3.015 1.268 -2.488 0.0 0.0 -0.1 0.000
C -0.561 -4.260 -0.607 0.0 0.0 0.0 0.001
C 1.577 -3.582 -1.428 0.0 0.0 0.0 0.001
C 5.372 0.277 -2.662 0.0 -0.1 -0.3 0.000
C -0.326 4.173 -3.078 0.0 0.0 0.0 0.004
C -4.346 -0.782 -2.232 0.0 0.0 0.0 0.001
C -0.882 -2.933 -0.435 0.0 0.0 0.1 0.000
C 1.152 1.617 1.639 -0.1 0.0 0.1 -0.006
C 1.866 -2.784 3.662 0.0 0.0 0.0 0.001
C -3.370 -1.034 -3.369 0.0 0.0 0.0 0.000
C 0.695 -4.592 -1.104 0.0 0.0 0.0 0.000
C -2.366 2.082 1.284 0.0 0.0 -0.1 0.004
C -0.143 2.105 1.917 0.1 0.0 0.0 0.005
C -1.572 2.616 -1.770 0.0 0.0 0.1 0.003
C 0.678 -2.076 3.089 0.0 0.0 0.0 0.003
C -1.457 -1.098 2.549 0.0 0.0 0.1 0.005
C 0.724 3.459 3.719 0.0 0.0 0.0 0.022
C -2.688 3.018 2.271 0.0 0.0 0.0 -0.004
H 2.724 -2.117 3.569 0.0 0.0 0.0 0.000
H 2.819 3.312 4.054 0.0 0.0 0.0 -0.001
H -2.435 4.356 -2.635 0.0 0.0 0.0 0.000
H -1.285 -5.020 -0.353 0.0 0.0 0.0 0.000
H 2.554 -3.789 -1.842 0.0 0.0 0.0 0.000
H -3.133 -0.413 1.575 0.0 -0.1 0.0 0.001
H -3.141 1.662 0.657 0.0 0.1 0.0 0.000
H 3.463 2.194 -2.829 0.0 0.0 0.0 0.000
H -3.336 -0.861 3.245 0.0 0.0 0.0 0.000
H 0.972 -5.627 -1.251 0.0 0.0 0.0 0.000
H -3.379 -2.059 -3.740 0.0 0.0 0.0 0.000
H -4.962 -1.640 -1.965 0.0 0.0 0.0 0.000
H 1.704 -2.953 4.727 0.0 0.0 0.0 0.000
H -1.836 -2.632 -0.028 0.0 0.0 0.0 0.000
H 2.209 -3.938 1.865 0.0 0.0 0.0 0.000
H 1.340 -4.827 3.127 0.0 0.0 0.0 0.000
H -2.487 2.285 -1.302 0.0 0.0 0.0 0.000
H -5.029 0.050 -2.409 0.0 0.0 0.0 0.001
H 1.733 3.614 -3.381 0.0 0.0 0.0 0.000
H 3.931 -1.919 -1.986 0.0 0.0 0.0 0.000
H -1.936 4.217 3.873 0.0 0.0 0.0 0.000
H -3.505 -0.383 -4.231 0.0 0.0 0.0 0.000
H -3.715 3.341 2.368 0.0 0.0 0.0 0.000
H -0.266 5.084 -3.657 0.0 0.0 0.0 0.000
H 3.073 -4.537 3.283 0.0 0.0 0.0 0.000
```
Positions in Å, forces in eV/Å.

=====

(2)
C33H25N4O2PRbS2 | the ωB97M-V functional and the def2-TZVPD basis

Energy relative to the best compared isomer or geometry (same formula, charge and spin)   85.9 kJ/mol
Largest force on an atom   0.0377 Eh/bohr
Charge   -1
DFT total energy   -76297.803 eV
Highest occupied orbital energy   -0.122 hartree
2S+1   1
E_LUMO   0.06252 Ha

```
68
Properties=species:S:1:pos:R:3:forces:R:3:nbo_charge:R:1
Rb 1.787 0.365 -0.123 0.2 0.0 0.4 0.914
S 2.637 -2.190 -1.591 0.1 0.5 -0.5 -0.531
S 2.618 -2.235 1.780 0.2 0.6 0.2 -0.507
P -0.387 0.133 -2.728 0.9 -0.8 -0.9 0.878
O -0.202 2.480 0.967 -0.1 -0.1 -0.4 -0.745
O -2.338 0.798 0.191 -0.2 0.4 -0.7 -0.577
N -2.107 0.887 -1.190 -0.9 0.6 0.3 -0.137
N -0.385 0.004 2.366 -0.2 0.0 -0.2 -0.517
N 1.866 -8.262 1.987 0.0 0.0 0.0 -0.379
N 1.442 -8.070 -2.067 0.0 -0.2 -0.1 -0.373
C -3.070 -3.594 -2.436 0.0 -0.1 0.0 -0.216
C -0.537 2.425 2.333 -0.1 0.1 0.4 -0.091
C -2.737 -1.367 -3.272 0.1 0.0 0.0 -0.215
C 2.258 -4.849 1.432 0.0 -0.4 -0.1 -0.177
C 2.865 -1.043 -5.809 0.1 0.0 0.0 -0.209
C -1.343 1.289 -3.767 -0.3 0.5 0.4 -0.293
C -2.325 2.103 -3.150 0.4 -0.1 -1.5 -0.110
C 0.596 1.173 4.201 -0.1 0.0 -0.2 -0.273
C 1.974 -6.000 -0.671 0.2 0.8 0.9 -0.146
C 0.855 -1.647 -4.639 0.0 0.1 0.1 -0.184
C -1.469 -1.338 -2.700 -0.1 0.0 0.2 -0.314
C 0.010 -1.136 2.919 -0.2 -0.2 -0.1 0.089
C -1.772 2.442 -5.849 -0.2 0.1 0.1 -0.197
C -2.617 1.915 -1.769 -0.1 -0.7 1.8 0.042
C -2.728 3.246 -5.236 0.1 0.0 -0.3 -0.221
C 1.703 -7.155 -1.418 -0.3 -0.8 -0.6 0.292
C 1.880 0.486 -4.255 -0.1 0.0 0.2 -0.167
C 2.402 -3.619 0.788 0.0 -0.1 -0.1 -0.187
C -0.089 1.142 2.997 0.2 0.4 0.2 0.167
C 2.147 -4.787 -1.322 -0.1 -0.2 0.1 -0.200
C -1.005 -2.454 -2.009 0.1 0.2 0.1 -0.230
C 2.054 -6.038 0.742 0.0 0.9 -0.9 -0.226
C -1.804 -3.573 -1.872 -0.1 -0.2 0.0 -0.194
C 2.879 0.183 -5.160 0.1 0.1 -0.1 -0.234
C 0.704 -1.206 4.121 0.0 0.3 0.4 -0.232
C 0.852 -0.419 -3.987 -0.1 0.1 0.0 -0.349
C 1.943 -7.259 1.424 -0.1 -0.9 0.6 0.318
C 2.378 -3.591 -0.640 0.0 -0.2 0.1 -0.179
C -3.528 -2.497 -3.148 -0.2 0.0 0.0 -0.219
C -1.084 1.488 -5.118 -0.1 0.0 -0.3 -0.197
C 1.004 -0.024 4.775 -0.2 -0.3 -0.2 -0.171
C 1.861 -1.956 -5.539 0.0 0.0 -0.1 -0.196
C -3.000 3.074 -3.899 0.0 -0.2 0.4 -0.179
H 2.113 -4.755 -2.402 0.0 0.0 0.0 0.221
H -3.754 3.677 -3.411 0.0 0.1 0.0 0.207
H -3.246 4.005 -5.808 0.0 0.0 0.0 0.211
H 1.025 -2.161 4.501 0.0 -0.1 0.0 0.241
H 1.875 1.450 -3.748 0.1 -0.1 0.0 0.191
H 1.863 -2.918 -6.031 0.0 -0.1 0.0 0.211
H -0.878 1.943 0.522 0.1 0.1 0.0 0.488
H -3.111 -0.504 -3.804 -0.1 0.0 -0.1 0.209
H -3.694 -4.468 -2.311 -0.1 -0.1 -0.1 0.209
H 0.086 -2.377 -4.434 0.0 0.0 0.0 0.224
H 3.671 0.896 -5.356 0.0 0.0 0.0 0.205
H 1.550 -0.019 5.708 0.0 -0.1 0.0 0.212
H -1.578 2.560 -6.906 0.1 0.0 0.0 0.212
H -1.625 2.526 2.467 0.2 0.1 0.0 0.177
H -1.910 -0.029 0.478 0.1 0.2 -0.1 0.515
H 0.800 2.120 4.679 0.1 0.1 0.0 0.207
H -1.444 -4.434 -1.326 0.1 0.0 0.0 0.226
H -3.242 2.630 -1.238 0.0 0.0 0.2 0.188
H -0.343 0.884 -5.624 0.0 0.0 0.1 0.237
H -0.003 -2.431 -1.593 0.1 -0.1 0.1 0.259
H -0.269 -2.033 2.380 0.2 -0.1 0.1 0.217
H 3.645 -1.285 -6.517 0.1 0.0 0.0 0.206
H -0.045 3.277 2.812 -0.1 -0.1 0.0 0.177
H 2.320 -4.865 2.513 0.0 0.0 0.0 0.218
H -4.511 -2.519 -3.603 0.0 0.0 0.0 0.205
```
Positions in Å, forces in eV/Å.